--- P ---
DFT (ωB97M-V/def2-TZVPD) results for an isolated ion of composition C6H11N and charge +1.

Charge: +1
Spin multiplicity: 2
Frontier orbital gap (alpha / beta), eV: 9.331 / 7.895

Structure (XYZ):
```
18
C6H11N, DFT ωB97M-V/def2-TZVPD
C 0.22 1.18 1.43
N 2.06 0.15 -0.57
C 0.77 -0.05 -0.72
C -0.17 0.33 0.26
C -1.49 -0.23 0.26
C -2.04 -0.71 1.39
C 0.36 -0.68 -2.01
H -0.43 2.04 1.52
H 1.19 1.63 1.22
H 0.29 0.64 2.37
H 2.54 0.23 0.32
H 2.73 -0.03 -1.30
H -1.95 -0.35 -0.72
H -3.06 -0.68 1.75
H -1.34 -0.91 2.19
H 0.96 -0.34 -2.85
H -0.67 -0.42 -2.24
H 0.36 -1.77 -1.99
```

These are the natural (NBO) partial charges, in e, on atoms 1 to 6: C -0.68; N -0.66; C 0.36; C 0.06; C -0.24; C -0.21



--- Q ---
DFT (ωB97M-V/def2-TZVPD) results for an isolated ion of composition C6H11N and charge +1.

Charge: +1
Spin multiplicity: 2
Frontier orbital gap (alpha / beta), eV: 7.338 / 9.107

Structure (XYZ):
```
18
C6H11N, DFT ωB97M-V/def2-TZVPD
C 0.08 1.89 2.34
N 0.10 2.48 0.96
C 0.11 1.63 -0.07
C -0.25 0.29 -0.10
C 0.07 -0.40 -1.23
C 0.32 -1.77 -1.40
C -0.66 -2.91 -1.40
H 0.99 1.33 2.52
H 0.05 2.72 3.03
H -0.84 1.31 2.40
H 0.95 3.04 0.89
H 0.38 2.05 -1.03
H -0.51 -0.24 0.79
H 0.58 0.22 -1.97
H 1.35 -2.12 -1.45
H -1.04 -3.15 -0.40
H -0.17 -3.78 -1.83
H -1.49 -2.61 -2.03
```

These are the natural (NBO) partial charges, in e, on atoms 1 to 6: C -0.43; N -0.47; C 0.22; C -0.32; C -0.07; C -0.01



--- R ---
DFT (ωB97M-V/def2-TZVPD) results for an isolated ion of composition C6H11N and charge +1.

Charge: +1
Spin multiplicity: 2
Frontier orbital gap (alpha / beta), eV: 8.712 / 8.027

Structure (XYZ):
```
18
C6H11N, DFT ωB97M-V/def2-TZVPD
C 2.52 -0.42 -1.06
N 1.46 -1.05 -0.21
C 0.28 -0.18 -0.15
C -0.58 -0.40 0.95
C -1.88 0.12 0.91
C -2.89 -0.18 1.77
C 0.04 0.89 -1.19
H 2.67 0.59 -0.62
H 3.51 -0.88 -0.93
H 2.16 -0.38 -2.08
H 1.81 -0.86 0.74
H -0.14 -0.86 1.87
H -2.27 0.72 0.09
H -3.72 0.49 1.94
H -2.86 -1.18 2.22
H -0.78 1.60 -0.88
H -0.28 0.51 -2.16
H 0.95 1.48 -1.21
```

These are the natural (NBO) partial charges, in e, on atoms 1 to 6: C -0.43; N -0.50; C 0.42; C -0.22; C -0.20; C -0.14



The most stable arrangement is P, and the next structure is 22.9 kcal/mol less stable.



--- P ---
DFT (ωB97M-V/def2-TZVPD) results for a 2-piece molecular cluster, C4H10N2P overall.

Charge: +1
Frontier orbital gap, eV: 10.324

Structure (XYZ):
```
17
C4H10N2P, DFT ωB97M-V/def2-TZVPD
C -3.10 -0.92 -0.07
C -2.64 -0.07 0.82
C 1.51 0.39 0.33
C 3.89 -0.34 0.02
N -1.59 0.86 0.66
N 2.63 0.18 0.19
P -0.71 0.79 -0.72
H -3.94 -1.58 0.04
H -2.39 -1.18 -0.89
H -3.16 0.08 1.75
H -1.15 1.16 1.45
H 4.06 -0.89 1.09
H 4.62 0.47 -0.14
H 3.72 -1.07 -0.82
H -1.59 0.72 -1.80
H 0.01 1.80 -1.09
H -0.16 -0.39 -0.83
```

These are the natural (NBO) partial charges, in e, on atoms 1 to 6: C -0.44; C -0.02; C 0.17; C -0.46; N -0.89; N -0.39



--- Q ---
DFT (ωB97M-V/def2-TZVPD) results for a 2-piece molecular cluster, C4H10N2P overall.

Charge: +1
Frontier orbital gap, eV: 6.712

Structure (XYZ):
```
17
C4H10N2P, DFT ωB97M-V/def2-TZVPD
C 0.54 -1.08 -2.65
C 0.73 -0.64 -1.40
C 0.92 1.18 1.36
C 0.12 -0.66 2.82
N -0.15 0.17 -0.73
N 0.72 0.36 2.14
P -1.44 1.00 -1.10
H 1.33 -1.75 -2.99
H -0.26 -0.88 -3.26
H 1.66 -0.99 -0.85
H 1.49 1.89 0.94
H -1.03 -0.68 2.88
H 0.61 -0.50 3.76
H 0.40 -1.63 2.24
H -2.33 0.81 -2.17
H -2.36 1.08 0.03
H -0.96 2.33 -1.01
```

These are the natural (NBO) partial charges, in e, on atoms 1 to 6: C -0.48; C -0.02; C 0.50; C -0.48; N -1.10; N -0.19



The most stable arrangement is P, and the next structure is 31.9 kcal/mol less stable.



--- P ---
DFT (ωB97M-V/def2-TZVPD) results for an isolated molecule of CH4N2O3.

Charge: 0
Structure (SMILES): O=C(NO)NO
Frontier orbital gap, eV: 10.668

Structure (XYZ):
```
10
CH4N2O3, DFT ωB97M-V/def2-TZVPD
O 0.60 0.36 1.95
C 0.15 0.10 0.79
N -0.56 0.87 0.10
O -1.20 0.67 -1.16
N 0.26 -1.13 0.13
O 0.74 -0.86 -1.24
H -0.66 1.92 0.48
H -0.66 0.97 -1.77
H 1.20 -1.48 0.45
H 0.19 -1.52 -1.85
```

These are the natural (NBO) partial charges, in e, on atoms 1 to 6: O -0.64; C 0.69; N -0.31; O -0.50; N -0.35; O -0.61



--- Q ---
DFT (ωB97M-V/def2-TZVPD) results for a 2-piece molecular cluster, CH4N2O3 overall.

Charge: 0
Frontier orbital gap, eV: 10.218

Structure (XYZ):
```
10
CH4N2O3, DFT ωB97M-V/def2-TZVPD
C -0.22 0.81 0.18
N 0.42 -0.24 -0.27
N 2.29 0.18 0.13
O -2.34 -1.19 0.26
O -1.52 0.97 0.25
O -2.40 -0.02 -0.45
H 0.13 1.89 0.47
H 2.59 -0.71 0.52
H 2.65 -0.02 -0.91
H -1.61 -1.67 -0.18
```

These are the natural (NBO) partial charges, in e, on atoms 1 to 6: C 0.34; N -0.40; N -0.64; O -0.39; O -0.26; O 0.00



--- R ---
DFT (ωB97M-V/def2-TZVPD) results for a 2-piece molecular cluster, CH4N2O3 overall.

Charge: 0
Structure (SMILES): [H]/N=C\ON=O.O
Frontier orbital gap, eV: 9.713

Structure (XYZ):
```
10
CH4N2O3, DFT ωB97M-V/def2-TZVPD
H -0.79 -2.15 -0.79
N -0.98 -1.20 -0.57
C -0.07 -0.48 -0.07
O 1.16 -0.93 0.21
N 2.37 -0.18 0.35
O 3.21 -0.74 -0.24
H -0.40 0.47 0.56
O -1.60 1.60 0.42
H -1.27 2.32 0.70
H -1.62 1.28 -0.57
```

These are the natural (NBO) partial charges, in e, on atoms 1 to 6: H 0.36; N -0.69; C 0.33; O -0.46; N 0.40; O -0.21



The most stable arrangement is P, and the next structure is 19.1 kcal/mol less stable.



--- P ---
DFT (ωB97M-V/def2-TZVPD) results for an isolated molecule of C7H9NO2.

Charge: 0
Structure (SMILES): CCn1cccc(O)c1=O
Frontier orbital gap, eV: 9.088

Structure (XYZ):
```
19
C7H9NO2, DFT ωB97M-V/def2-TZVPD
C -2.44 -0.61 0.57
C -1.74 0.14 -0.62
N -0.21 0.23 -0.29
C 0.18 1.54 -0.18
C 1.47 1.75 0.08
C 2.41 0.68 0.03
C 1.97 -0.61 0.00
O 2.55 -1.78 -0.05
C 0.58 -0.89 -0.15
O 0.04 -2.07 -0.24
H -2.50 0.07 1.47
H -1.94 -1.64 0.79
H -3.42 -0.79 0.15
H -1.71 -0.64 -1.42
H -2.07 1.10 -0.86
H -0.60 2.34 0.00
H 1.97 2.65 0.39
H 3.49 1.06 0.16
H 1.98 -2.52 0.15
```

These are the natural (NBO) partial charges, in e, on atoms 1 to 6: C -0.64; C -0.20; N -0.36; C 0.00; C -0.27; C -0.25



--- Q ---
DFT (ωB97M-V/def2-TZVPD) results for C7H9NO2 as an isolated structure.

Charge: 0
Frontier orbital gap, eV: 10.231

Structure (XYZ):
```
19
C7H9NO2, DFT ωB97M-V/def2-TZVPD
C -0.86 -1.43 0.75
C -0.65 -2.23 -0.48
C -1.27 0.86 -0.42
C -1.72 -0.54 -0.13
C -1.28 -1.40 -1.31
C 1.07 1.07 0.71
C 2.47 1.62 0.40
N 0.12 1.18 -0.31
O -2.03 1.69 -0.93
O 0.90 0.63 1.81
H -1.40 -2.15 1.54
H 0.00 -3.07 -0.72
H -2.74 -0.51 0.13
H -1.65 -1.29 -2.32
H 2.88 1.42 -0.58
H 3.14 0.89 1.01
H 2.48 2.63 0.75
H 0.49 1.68 -1.14
H 0.04 -1.03 1.23
```

These are the natural (NBO) partial charges, in e, on atoms 1 to 6: C -0.44; C -0.15; C 0.72; C -0.35; C -0.20; C 0.71



--- R ---
DFT (ωB97M-V/def2-TZVPD) results for an isolated molecule of C7H9NO2.

Charge: 0
Structure (SMILES): CCc1[nH]ccc(=O)c1O
Frontier orbital gap, eV: 8.828

Structure (XYZ):
```
19
C7H9NO2, DFT ωB97M-V/def2-TZVPD
C 2.43 -0.42 0.68
C 1.67 -0.40 -0.66
C 0.27 -0.01 -0.29
N -0.02 1.36 -0.29
C -1.27 1.84 -0.01
C -2.33 1.00 0.09
C -2.13 -0.42 0.04
O -3.03 -1.25 0.16
C -0.76 -0.90 -0.19
O -0.69 -2.25 -0.20
H 3.48 -0.71 0.62
H 1.85 -1.02 1.41
H 2.42 0.57 1.16
H 1.68 -1.39 -1.11
H 2.06 0.35 -1.34
H 0.73 2.01 -0.11
H -1.44 2.91 -0.01
H -3.35 1.36 0.16
H -1.60 -2.61 -0.10
```

These are the natural (NBO) partial charges, in e, on atoms 1 to 6: C -0.60; C -0.44; C 0.13; N -0.53; C 0.05; C -0.36



The most stable arrangement is R, and the next structure is 29.6 kcal/mol less stable.



--- P ---
DFT (ωB97M-V/def2-TZVPD) results for H2NaO as an isolated structure.

Charge: +1
Frontier orbital gap, eV: 10.571

Structure (XYZ):
```
4
H2NaO, DFT ωB97M-V/def2-TZVPD
O -0.07 -0.51 0.00
H 0.38 -1.38 -0.05
H -0.98 -0.71 0.33
Na 0.67 2.60 -0.28
```

Let us look at the natural (NBO) charges, expressed in e, one per atom: O -0.99; H 0.50; H 0.49; Na 1.00



--- Q ---
DFT (ωB97M-V/def2-TZVPD) results for H2NaO as an isolated structure.

Charge: +1
Frontier orbital gap, eV: 11.698

Structure (XYZ):
```
4
H2NaO, DFT ωB97M-V/def2-TZVPD
O 0.22 0.07 0.48
H 0.55 -0.59 1.13
H 0.82 -0.03 -0.30
Na -1.59 0.54 -1.31
```

Let us look at the natural (NBO) charges, expressed in e, one per atom: O -0.99; H 0.52; H 0.48; Na 1.00



--- R ---
DFT (ωB97M-V/def2-TZVPD) results for H2NaO as an isolated structure.

Charge: +1
Frontier orbital gap, eV: 8.689

Structure (XYZ):
```
4
H2NaO, DFT ωB97M-V/def2-TZVPD
O 0.12 0.64 0.86
H 0.14 0.29 1.78
H 1.04 0.96 0.70
Na -1.30 -1.89 -3.34
```

Let us look at the natural (NBO) charges, expressed in e, one per atom: O -0.96; H 0.48; H 0.48; Na 1.00



The most stable arrangement is Q, and the next structure is 1.5 kcal/mol less stable.



--- P ---
DFT (ωB97M-V/def2-TZVPD) results for a 2-piece molecular cluster, C2H2O2S overall.

Charge: 0
Structure (SMILES): C=C=O.O=S
Frontier orbital gap (alpha / beta), eV: 7.594 / 7.607

Structure (XYZ):
```
7
C2H2O2S, DFT ωB97M-V/def2-TZVPD
C 0.94 0.66 0.32
C 0.43 1.45 -0.55
O 0.07 2.28 -1.28
H 1.31 0.82 1.38
H 1.08 -0.29 0.10
O 1.41 -0.69 -2.75
S 2.50 -1.09 -3.62
```

These are the natural (NBO) partial charges, in e, on atoms 1 to 6: C -0.80; C 0.73; O -0.46; H 0.27; H 0.25; O -0.71



--- Q ---
DFT (ωB97M-V/def2-TZVPD) results for an isolated molecule of C2H2O2S.

Charge: 0
Frontier orbital gap, eV: 8.722

Structure (XYZ):
```
7
C2H2O2S, DFT ωB97M-V/def2-TZVPD
C 0.43 0.16 0.58
C -0.41 0.52 -0.48
O 1.52 0.70 0.68
O -0.31 -0.48 1.56
S -0.50 -0.52 -1.78
H 0.31 -0.54 2.29
H -1.03 0.15 -2.86
```

These are the natural (NBO) partial charges, in e, on atoms 1 to 6: C 0.60; C -0.21; O -0.56; O -0.68; S 0.24; H 0.49



The most stable arrangement is Q, and the next structure is 16.2 kcal/mol less stable.